Record 1
101
Properties=species:S:1:pos:R:3:forces:R:3 method="wB97M-V/def2-TZVPD" total_energy_ev=-140749.05847 max_force_ev_per_a=2.099 charge=-1
C 1.350006 -1.147384 -0.274233 -0.470 1.177 -1.338
C 0.006292 -1.868347 -0.487176 -1.581 -1.357 -0.255
C -1.100004 -1.221307 0.391655 0.576 -0.341 0.332
O -0.410501 -2.090727 -1.753643 0.923 1.068 0.281
H 1.881108 -1.511686 0.603308 0.195 0.387 -0.029
H 1.117393 -0.066782 -0.303712 0.070 0.058 1.053
H 1.947508 -1.117459 -1.197733 0.301 -1.032 0.436
H 0.046616 -2.863186 0.036774 0.696 -0.157 0.217
H -0.772055 -1.281840 1.442912 -0.172 0.262 0.051
H -1.956736 -1.882781 0.260301 -0.201 0.270 -0.074
H -1.334621 -0.177006 0.152809 -0.030 -0.033 -0.167
C -5.202544 -5.356038 1.065443 -0.449 -0.544 1.279
S -3.449126 -5.520475 0.718020 0.925 1.178 -0.877
O -3.196393 -4.693830 -0.494884 0.020 -0.932 0.298
C -2.789979 -4.462602 2.046873 -1.565 -0.224 0.975
H -5.523387 -4.337890 1.277233 0.095 0.139 -0.514
H -5.464227 -5.942092 1.957271 0.322 0.005 0.069
H -5.759236 -5.850673 0.273128 0.172 0.419 -0.389
H -3.332360 -3.516386 1.986985 0.263 0.123 -0.310
H -1.718613 -4.299534 2.038086 0.057 -0.277 -0.453
H -3.120368 -4.899653 2.998692 0.352 -0.090 0.025
C 3.426210 -1.952750 2.768537 0.209 0.282 1.154
S 3.427083 -0.141101 2.600942 -0.450 0.178 1.757
O 2.289477 0.376159 3.453120 0.387 -0.600 -0.880
C 4.823200 0.155828 3.738046 0.412 0.648 -1.012
H 3.738441 -2.122420 3.802030 0.007 -0.128 -0.030
H 4.158839 -2.421120 2.116236 -0.279 -0.027 -0.317
H 2.406325 -2.322971 2.709689 0.020 0.029 -0.626
H 4.845070 1.245097 3.805168 0.026 -0.003 0.033
H 5.760544 -0.151699 3.268885 0.015 -0.181 0.158
H 4.694020 -0.241860 4.741189 -0.310 -0.331 -0.172
C 0.397349 2.379709 -2.567076 0.332 -0.005 -0.529
S -0.382393 3.901033 -3.235885 1.101 0.164 1.665
O -0.588488 4.794699 -2.045361 -0.220 -0.268 -0.760
C 1.137558 4.531488 -4.018054 0.425 -0.223 -0.547
H -0.097792 1.943623 -1.701909 -0.589 0.220 -0.234
H 1.419055 2.566981 -2.231821 0.025 0.324 -0.205
H 0.400544 1.668840 -3.396185 0.072 -0.202 0.185
H 1.581229 3.836538 -4.738394 -0.462 -0.161 -0.064
H 1.934084 4.709746 -3.297215 -0.377 0.098 0.464
H 0.917054 5.459548 -4.543113 -0.190 0.003 0.111
C 4.868682 3.616910 -1.802768 -0.708 0.425 -0.625
S 4.903873 2.600735 -0.322176 -0.255 -0.471 0.232
O 3.822306 3.091749 0.592229 0.443 -0.039 -0.451
C 4.288478 1.034742 -1.019286 -0.756 0.184 0.036
H 5.237318 3.111236 -2.695084 0.160 -0.232 0.196
H 5.397259 4.562779 -1.692224 0.235 -0.199 0.391
H 3.825969 3.890083 -1.982842 -0.091 -0.192 0.076
H 4.064222 0.416580 -0.147983 0.583 -0.157 -0.006
H 4.966958 0.586760 -1.741472 0.281 -0.042 0.275
H 3.297514 1.087385 -1.483575 0.118 0.651 -0.140
C 1.293548 -1.484869 -3.909843 0.472 0.017 0.692
S 2.602608 -2.635803 -4.285631 0.626 0.893 -1.741
O 3.001518 -2.415188 -5.739218 -0.239 -0.474 0.834
C 3.914225 -1.759943 -3.366553 -0.328 -0.036 -0.027
H 1.545423 -0.477117 -4.236082 0.257 0.018 -0.207
H 1.219309 -1.551149 -2.813985 -0.709 0.066 -0.276
H 0.316492 -1.783269 -4.278711 0.167 -0.325 -0.072
H 4.881747 -2.234151 -3.518640 -0.199 -0.493 0.100
H 3.595985 -1.766709 -2.323364 0.340 0.162 0.061
H 4.041956 -0.757140 -3.777526 -0.453 0.117 0.069
C 2.295016 3.595675 3.464668 -0.384 0.357 -0.334
S 0.523019 3.543095 3.037838 -0.021 -0.643 0.136
O -0.049819 4.852453 3.464429 0.169 0.175 -0.265
C 0.701277 3.539751 1.223537 0.792 0.387 0.099
H 2.373544 3.729936 4.542140 -0.216 -0.131 0.040
H 2.717088 4.475382 2.977665 0.119 -0.129 -0.107
H 2.760947 2.663652 3.157031 -0.010 0.117 -0.078
H 1.111335 2.597823 0.855157 -0.186 -0.204 0.346
H 1.448133 4.291264 0.960095 -0.193 0.174 -0.032
H -0.243616 3.765644 0.737836 -0.158 0.001 0.229
C -7.024930 -0.996623 -1.499319 -0.493 0.261 -0.493
S -5.920783 -2.071743 -0.546132 0.109 0.155 0.102
O -5.052231 -2.824466 -1.476561 -0.674 0.314 0.119
C -4.935511 -0.744975 0.180735 0.643 0.119 0.095
H -7.675140 -1.634004 -2.101468 0.174 -0.171 0.031
H -6.497488 -0.323936 -2.178035 0.354 -0.211 0.076
H -7.693663 -0.387581 -0.885256 0.247 -0.152 0.381
H -5.432325 -0.210816 0.991878 -0.343 -0.080 -0.176
H -4.577403 -0.067446 -0.591692 -0.173 -0.036 -0.124
H -4.034262 -1.192229 0.604174 -0.125 -0.250 -0.060
C -3.102902 1.766338 -2.176397 0.881 1.123 -0.011
S -2.370570 0.359300 -3.045117 -1.359 -1.143 0.016
O -3.392711 -0.735821 -2.906833 0.742 0.788 -0.289
C -2.607617 1.025137 -4.749320 -0.534 -0.685 0.561
H -2.537678 1.970291 -1.264164 0.006 -0.188 0.022
H -4.151330 1.699519 -1.899687 -0.092 -0.459 -0.436
H -2.938106 2.621727 -2.837917 -0.232 0.169 0.220
H -1.916240 1.841038 -4.944627 -0.066 0.043 -0.131
H -3.662737 1.287929 -4.840619 0.090 0.368 0.028
H -2.472714 0.164966 -5.404074 0.409 0.074 -0.015
C -0.603810 -2.069486 4.557100 -1.190 -0.860 0.567
S -0.683409 -0.279087 4.658232 0.118 0.630 0.047
O -2.134717 0.064126 4.823485 0.662 -0.440 0.251
C 0.154556 -0.091015 6.284825 0.179 0.191 -0.465
H -1.132832 -2.355134 3.646941 0.321 0.160 -0.219
H -1.242118 -2.465768 5.357319 0.080 0.169 0.109
H 0.351303 -2.582400 4.642318 0.302 0.512 -0.227
H 0.467862 0.950034 6.360669 -0.284 0.084 -0.028
H 1.083382 -0.662983 6.276521 -0.150 -0.220 -0.036
H -0.492373 -0.350879 7.120419 -0.111 -0.161 -0.125

Record 2
95
Properties=species:S:1:pos:R:3:forces:R:3 method="wB97M-V/def2-TZVPD" total_energy_ev=-75830.40035 max_force_ev_per_a=1.637 multiplicity=5 charge=0
Fe -1.098268 -3.058303 1.739675 -0.295 0.158 0.294
B -0.668549 -1.076924 1.091100 0.569 1.335 -0.759
H -0.281768 -1.786899 0.212155 0.633 -0.431 -0.383
H -1.823481 -1.270386 1.088722 -1.314 -0.134 0.495
H -0.107505 -1.221709 2.117656 0.151 -0.428 0.632
H -0.470729 0.044686 0.813602 0.027 0.474 -0.610
B -2.204956 -3.654371 3.527405 -0.406 -0.517 0.425
H -1.258646 -4.382135 3.462025 0.562 -0.573 0.108
H -2.888644 -3.884249 2.585076 -0.642 -0.232 -0.346
H -2.775642 -3.721583 4.551038 -0.309 -0.265 0.454
H -1.811113 -2.537674 3.463110 0.425 1.105 -0.136
C 1.613785 1.138268 3.104790 0.160 0.389 0.414
C 0.195415 1.649937 3.375139 0.062 -0.730 -0.528
C 0.174080 2.717219 4.423729 0.414 0.818 1.185
O -0.374639 2.168344 2.173804 -0.274 0.358 -0.007
H 1.957749 0.506344 3.928538 -0.089 -0.067 -0.035
H 2.304328 1.985619 3.066284 -0.018 -0.010 -0.203
H 1.678177 0.577964 2.175355 -0.121 -0.050 -0.020
H -0.414605 0.796114 3.692164 -0.037 0.060 0.085
H 0.625262 3.664168 4.111220 -0.086 -0.156 -0.485
H 0.788194 2.439868 5.289082 -0.054 -0.331 -0.129
H -0.798381 2.968658 4.849258 -0.206 -0.224 -0.387
H -0.702917 1.446953 1.615369 0.262 0.017 0.266
C -0.220298 3.214107 -0.928788 -0.783 0.381 -0.050
C -0.474993 4.630506 -0.388840 0.452 -0.586 -0.456
C -1.863522 5.145845 -0.737594 0.025 -0.486 0.471
O -0.311471 4.709354 1.014274 0.211 0.042 0.015
H -0.952758 2.526916 -0.495357 0.142 -0.161 -0.008
H 0.792217 2.864750 -0.740512 0.028 0.021 0.142
H -0.401993 3.235005 -2.006575 0.114 -0.128 -0.011
H 0.298870 5.225067 -0.891917 -0.115 0.437 0.410
H -2.565308 4.438036 -0.282973 -0.164 0.086 -0.150
H -2.067519 5.207724 -1.806050 0.086 0.132 -0.009
H -2.008820 6.095032 -0.225636 -0.057 0.160 -0.252
H -0.435487 3.829810 1.419383 0.133 0.179 -0.139
C -3.635320 1.432240 1.143046 -0.234 0.123 0.147
C -4.635443 0.551431 0.385603 0.328 0.557 0.027
C -5.893671 0.275836 1.205629 -0.018 -0.443 -0.781
O -5.007601 1.124879 -0.870369 -0.013 -0.132 -0.065
H -4.143245 1.989019 1.934722 0.188 -0.086 0.153
H -3.143842 2.177307 0.516554 -0.074 -0.178 -0.281
H -2.853095 0.790317 1.545105 -0.060 0.156 0.365
H -4.079891 -0.350299 0.128269 -0.360 -0.203 -0.107
H -5.689404 -0.130891 2.194084 0.035 0.234 0.115
H -6.527361 -0.437135 0.670519 0.083 -0.080 0.040
H -6.480043 1.196965 1.235596 0.106 0.071 0.448
H -5.443002 1.965793 -0.692962 0.023 0.007 -0.018
C -3.976932 -3.287455 0.226550 -0.069 -0.368 -0.540
O -2.591895 -3.623780 0.226533 -0.263 -0.188 -0.007
C -2.158182 -4.231906 -0.980530 0.380 0.623 0.048
C -0.623338 -4.270179 -0.974048 -0.009 -0.473 0.170
N -0.135994 -4.440961 0.412315 0.263 -0.430 -0.861
C 1.311056 -4.234572 0.518533 0.511 0.514 0.915
C 1.671813 -4.269055 2.006085 0.351 -0.326 -0.556
O 0.845447 -3.344652 2.687026 0.776 -0.503 0.078
C 1.250377 -3.141579 4.020838 -0.006 -0.148 1.195
H -4.285274 -2.973900 1.218137 0.316 0.287 0.020
H -4.582518 -4.168395 -0.015091 0.107 0.001 -0.118
H -4.122293 -2.524126 -0.540971 -0.303 0.107 0.193
H -2.485476 -3.606116 -1.815430 -0.101 -0.228 -0.169
H -2.587098 -5.232428 -1.065324 -0.065 -0.049 -0.016
H -0.163102 -3.376732 -1.392136 -0.267 0.247 0.213
H -0.267727 -5.095353 -1.600933 -0.131 -0.030 -0.036
H -0.380744 -5.385711 0.704188 0.115 0.033 0.141
H 1.544583 -3.236861 0.142280 -0.175 -0.008 -0.114
H 1.949027 -4.943356 -0.018125 -0.278 -0.192 -0.094
H 2.721389 -4.026686 2.197592 0.025 0.141 -0.310
H 1.557875 -5.312023 2.339660 -0.385 0.193 0.460
H 1.508538 -4.081655 4.521826 -0.077 -0.120 -0.254
H 0.423566 -2.728256 4.595655 -0.112 0.133 -0.295
H 2.118668 -2.485228 4.129076 -0.035 0.101 -0.446
C 5.275993 5.132099 -5.716488 0.343 0.874 0.869
O 4.203572 4.296161 -5.362178 0.153 -0.101 -0.490
C 4.652722 3.059103 -4.872671 0.317 -0.422 0.549
C 3.456823 2.165413 -4.651430 -1.096 0.124 -0.053
N 3.808259 0.824338 -4.235292 0.125 -0.083 1.056
C 2.662820 -0.042450 -3.974067 -0.210 -0.019 -0.397
C 3.088675 -1.176545 -3.050102 -0.136 -0.457 -1.166
O 3.585498 -0.733854 -1.820970 0.327 0.219 0.524
C 2.569520 -0.281006 -0.942315 -0.658 0.170 -0.868
H 4.932294 5.995258 -6.285184 -0.302 -0.315 -0.262
H 6.085775 4.625318 -6.246560 -0.178 -0.184 -0.181
H 5.712372 5.581768 -4.808918 0.116 -0.239 -0.027
H 5.147474 3.155207 -3.889190 0.000 0.326 -0.051
H 5.428292 2.617098 -5.510318 -0.310 -0.089 -0.330
H 2.807232 2.086433 -5.531183 0.395 0.101 -0.217
H 2.815166 2.675442 -3.910189 0.076 -0.045 0.025
H 4.279683 0.872147 -3.331579 0.234 0.175 -0.235
H 2.316970 -0.404677 -4.947923 -0.030 -0.414 0.168
H 1.763811 0.413593 -3.524215 0.317 0.553 -0.029
H 3.880752 -1.741763 -3.545947 0.180 0.078 0.191
H 2.245436 -1.874514 -2.945511 -0.070 0.070 0.298
H 1.974869 0.515202 -1.405914 0.070 0.069 0.038
H 2.988813 0.143114 -0.036613 0.233 -0.388 0.114
H 1.861263 -1.099444 -0.780457 0.049 0.017 0.525